{"formula": "H5P3S", "method": "ωB97M-V/def2-TZVPD", "smiles": "P[PH]#S#[PH2]", "homo_lumo_gap_ev": 8.75, "symbols": ["P", "P", "P", "S", "H", "H", "H", "H", "H"], "positions_angstrom": [[-2.358291, -0.439490, 0.493798], [2.407616, -0.314808, -0.325532], [-0.620010, 0.300658, -0.531492], [0.785386, 0.259658, 0.995056], [-2.720492, 0.808877, 0.990007], [-3.209632, -0.177892, -0.715227], [2.928240, 1.146709, -0.551716], [3.182266, -0.710050, 0.740602], [-0.395079, -0.873663, -1.095495]], "atomic_forces_ev_per_a": [[-1.56, -0.43, -0.75], [-0.53, 2.40, -0.66], [-0.63, 2.83, -0.54], [1.00, -0.54, 0.38], [-0.11, 0.49, 0.32], [0.81, -0.37, 1.07], [-0.33, -2.22, 0.52], [0.78, 0.12, 0.57], [0.57, -2.29, -0.92]]}